1.
A structure of composition C30H75BCdF4K2N5O4S at a distorted geometry. Source: the Open Molecules 2025 dataset; level of theory: ωB97M-V with the def2-TZVPD basis set.

Geometry (Å):
K -11.488 22.094 7.863
K -15.037 22.900 9.843
Cd -10.961 24.280 13.421
S -11.392 23.180 11.086
O -12.665 22.607 10.691
O -10.441 23.147 10.009
O -11.605 24.522 11.575
O -10.885 22.612 12.300
B -12.258 24.351 15.250
F -12.920 24.372 16.425
F -11.970 25.586 14.747
F -11.001 23.811 15.427
F -12.863 23.601 14.254
C -9.749 27.064 12.479
C -8.894 25.806 12.332
N -8.996 24.865 13.446
C -8.625 25.501 14.723
C -7.200 26.001 14.807
C -8.150 23.705 13.149
C -8.038 22.672 14.323
H -9.543 27.589 13.412
H -10.811 26.821 12.454
H -9.545 27.799 11.701
H -9.061 25.304 11.379
H -7.889 26.217 12.236
H -9.325 26.260 15.072
H -8.764 24.827 15.568
H -6.527 25.198 14.506
H -7.058 26.843 14.129
H -6.875 26.350 15.787
H -7.187 24.038 12.761
H -8.582 23.116 12.340
H -7.391 23.031 15.124
H -7.611 21.753 13.922
H -9.056 22.494 14.671
C -14.643 26.265 9.587
C -16.159 26.083 9.676
N -16.592 25.229 10.801
C -16.192 25.747 12.151
C -15.276 24.732 12.870
C -18.066 25.001 10.699
C -18.534 23.839 11.639
H -14.467 26.914 8.730
H -14.044 25.365 9.449
H -14.254 26.839 10.428
H -16.537 27.091 9.849
H -16.538 25.710 8.724
H -17.090 25.835 12.762
H -15.827 26.770 12.066
H -14.359 24.460 12.347
H -15.902 23.899 13.189
H -14.886 25.089 13.824
H -18.555 25.911 11.048
H -18.433 24.782 9.697
H -17.894 22.973 11.471
H -18.420 24.191 12.664
H -19.562 23.490 11.540
C -12.689 18.603 16.852
C -12.419 19.391 15.531
N -11.512 18.603 14.670
C -10.203 18.230 15.281
C -9.271 19.373 15.704
C -11.305 19.335 13.396
C -12.555 19.312 12.554
H -11.794 18.474 17.460
H -13.169 17.636 16.707
H -13.353 19.230 17.447
H -13.370 19.615 15.049
H -12.053 20.406 15.691
H -10.371 17.556 16.121
H -9.647 17.686 14.518
H -8.480 18.832 16.225
H -8.872 19.976 14.889
H -9.703 19.961 16.514
H -10.486 18.921 12.808
H -10.980 20.357 13.589
H -12.203 19.670 11.586
H -13.267 20.046 12.930
H -13.007 18.323 12.478
C -14.203 19.664 9.409
C -15.354 19.172 10.310
N -16.394 20.173 10.361
C -17.228 19.938 11.542
C -16.447 20.098 12.845
C -17.140 20.228 9.085
C -18.268 21.286 9.021
H -13.619 20.458 9.876
H -14.481 19.979 8.403
H -13.491 18.858 9.231
H -15.881 18.293 9.938
H -14.925 18.901 11.274
H -17.963 20.741 11.572
H -17.757 18.985 11.552
H -15.895 19.198 13.114
H -15.758 20.942 12.866
H -17.196 20.269 13.619
H -17.487 19.289 8.654
H -16.434 20.569 8.328
H -17.820 22.267 9.177
H -19.082 21.088 9.718
H -18.716 21.319 8.028
C -7.058 21.608 10.577
C -7.100 22.938 9.820
N -5.851 23.718 9.911
C -6.007 25.107 9.449
C -4.784 26.035 9.687
C -4.655 22.994 9.305
C -4.765 22.871 7.742
H -6.390 20.913 10.068
H -8.002 21.067 10.637
H -6.798 21.764 11.624
H -7.233 22.789 8.748
H -7.943 23.510 10.207
H -6.271 25.128 8.391
H -6.871 25.611 9.880
H -4.409 26.008 10.710
H -3.943 25.846 9.020
H -5.023 27.065 9.420
H -4.423 22.125 9.921
H -3.797 23.648 9.461
H -4.948 23.860 7.321
H -5.528 22.175 7.394
H -3.814 22.512 7.348

Calculated values
net charge: +1
gap between HOMO and LUMO: 6.121 eV
highest occupied orbital energy: -0.355 hartree
energy above the lowest of the compared OMol25 structures with the same formula, charge and spin: 0.000 eV


2.
A structure of composition C30H75BF4N5Na5O14P at a distorted geometry. Source: the Open Molecules 2025 dataset; level of theory: ωB97M-V with the def2-TZVPD basis set.

Geometry (Å):
Na 31.320 -26.839 5.256
Na 27.332 -27.244 5.234
Na 29.156 -30.431 6.275
Na 27.728 -30.805 3.085
Na 29.315 -27.249 1.571
B 29.998 -24.402 2.420
F 29.421 -24.969 1.240
F 31.363 -24.183 2.241
F 29.334 -23.214 2.712
F 29.804 -25.372 3.437
P 29.551 -28.682 4.008
O 29.694 -30.226 4.081
O 29.361 -28.205 5.493
O 28.146 -28.339 3.357
O 30.669 -27.943 3.284
C 34.822 -26.020 5.934
O 33.648 -25.727 5.203
C 33.832 -25.967 3.804
C 34.323 -27.345 3.428
N 33.420 -28.402 3.827
C 33.846 -29.732 3.446
C 35.136 -30.176 4.105
O 35.155 -31.592 4.069
C 36.418 -32.123 4.427
H 34.694 -25.581 6.925
H 35.702 -25.589 5.453
H 34.942 -27.094 6.107
H 34.536 -25.220 3.409
H 32.886 -25.708 3.317
H 35.317 -27.525 3.842
H 34.461 -27.327 2.331
H 32.433 -28.267 3.621
H 33.931 -29.788 2.345
H 33.034 -30.434 3.659
H 35.164 -29.830 5.146
H 35.983 -29.777 3.536
H 37.212 -31.785 3.753
H 36.326 -33.201 4.298
H 36.668 -31.860 5.459
C 31.042 -37.707 0.241
O 31.433 -36.428 0.668
C 30.612 -35.400 0.156
C 30.970 -34.110 0.856
N 30.598 -34.159 2.271
C 31.104 -33.001 3.016
C 30.934 -33.318 4.504
O 31.782 -34.381 4.884
C 33.137 -33.997 5.040
H 29.955 -37.867 0.320
H 31.522 -38.445 0.878
H 31.268 -37.880 -0.819
H 29.555 -35.658 0.295
H 30.808 -35.266 -0.919
H 30.426 -33.308 0.352
H 32.055 -33.963 0.745
H 31.043 -34.992 2.647
H 30.529 -32.124 2.712
H 32.173 -32.847 2.816
H 29.892 -33.623 4.627
H 31.172 -32.428 5.102
H 33.257 -33.136 5.705
H 33.601 -33.789 4.075
H 33.639 -34.853 5.490
C 24.828 -27.074 3.359
O 25.443 -26.207 4.296
C 25.832 -24.963 3.739
C 26.556 -24.104 4.747
N 27.776 -24.726 5.254
C 28.350 -23.929 6.330
C 29.568 -24.624 6.897
O 30.644 -24.684 5.984
C 31.315 -23.443 5.859
H 25.572 -27.530 2.697
H 24.028 -26.576 2.810
H 24.382 -27.876 3.953
H 24.986 -24.426 3.303
H 26.555 -25.153 2.927
H 25.877 -23.900 5.584
H 26.734 -23.127 4.276
H 28.423 -24.876 4.486
H 27.576 -23.846 7.105
H 28.508 -22.870 6.082
H 29.275 -25.643 7.162
H 29.882 -24.154 7.840
H 31.693 -23.126 6.836
H 30.664 -22.651 5.474
H 32.101 -23.561 5.119
C 33.820 -25.329 -1.989
O 33.430 -26.500 -1.331
C 32.572 -26.238 -0.247
C 32.288 -27.491 0.552
N 31.233 -28.291 -0.070
C 30.917 -29.576 0.537
C 30.065 -30.343 -0.440
O 30.839 -30.655 -1.582
C 30.209 -31.570 -2.430
H 34.386 -25.615 -2.879
H 34.496 -24.725 -1.372
H 32.978 -24.732 -2.354
H 31.605 -25.820 -0.566
H 33.015 -25.488 0.424
H 31.965 -27.146 1.533
H 33.195 -28.105 0.648
H 31.449 -28.454 -1.047
H 30.354 -29.493 1.467
H 31.824 -30.169 0.733
H 29.179 -29.760 -0.724
H 29.785 -31.297 0.035
H 30.632 -31.460 -3.428
H 29.121 -31.467 -2.540
H 30.363 -32.604 -2.087
C 26.116 -34.252 8.244
O 27.481 -34.240 8.579
C 28.326 -34.185 7.435
C 29.683 -33.676 7.829
N 29.739 -32.197 8.000
C 29.069 -31.752 9.244
C 29.262 -30.281 9.484
O 28.651 -29.495 8.478
C 28.480 -28.137 8.864
H 25.536 -34.310 9.163
H 25.868 -35.099 7.595
H 25.796 -33.317 7.756
H 27.862 -33.537 6.682
H 28.431 -35.216 7.078
H 30.401 -33.918 7.043
H 30.072 -34.128 8.748
H 30.724 -31.955 8.085
H 29.451 -32.309 10.109
H 28.022 -32.022 9.125
H 30.337 -30.063 9.595
H 28.830 -30.016 10.458
H 27.651 -28.042 9.567
H 28.291 -27.584 7.948
H 29.402 -27.761 9.315

Calculated values
net charge: +1
gap between HOMO and LUMO: 6.893 eV
highest occupied orbital energy: -0.380 hartree